[1]
The following is a DFT calculation (ωB97M-V with the def2-TZVPD basis set) of a cluster of 11 separate species, C15H48B2N11O27PS in total at a distorted geometry.

Structure (XYZ):
```
105
Properties=species:S:1:pos:R:3:forces:R:3:mulliken_charge:R:1
C -0.61836 -3.85004 4.11778 -0.245 -0.314 -0.514 -1.342
N -1.53975 -3.74402 2.92567 1.214 1.278 -0.055 0.007
C -2.18616 -2.41511 2.94069 -0.535 -0.532 0.136 -1.474
B -0.74986 -4.00321 1.74924 -0.632 -0.244 -0.083 1.250
O -0.12861 -5.20260 1.55664 -0.209 -0.152 -0.114 -0.754
P -0.47057 -2.71223 0.33105 0.216 0.159 0.383 0.348
C 1.29679 -2.30643 0.90171 0.045 -0.449 -0.186 -1.021
C 2.04348 -1.21216 0.13588 0.165 0.116 0.538 -1.079
C 1.29783 0.09455 -0.16295 0.188 -0.138 -0.450 -0.751
S 0.66302 0.94614 1.26963 0.468 0.580 0.131 0.895
O 0.91422 0.20978 2.46913 -0.187 -0.377 0.082 -0.575
O 1.12983 2.29969 1.23039 -0.099 0.097 -0.297 -0.480
O -0.90132 1.03155 1.03470 -0.077 -0.188 0.120 -0.451
O -2.12656 -2.95791 -0.27944 0.529 -0.147 -0.209 -0.330
B -2.33717 -3.88024 -1.27713 -0.455 0.154 0.005 0.690
O -2.20940 -5.24735 -1.04338 0.201 0.158 -0.522 -0.522
O -2.73980 -3.46671 -2.53190 0.009 -0.496 0.236 -0.692
H -0.86497 -4.71153 4.72808 -0.111 0.137 -0.009 0.468
H -0.67340 -2.92502 4.69043 -0.140 -0.107 0.141 0.438
H 0.42463 -3.95420 3.80099 -0.010 -0.068 0.054 0.388
H -2.93947 -2.36218 2.15469 0.147 0.050 -0.122 0.417
H -1.46014 -1.60211 2.83112 -0.039 0.085 0.121 0.574
H -2.71032 -2.28545 3.88908 0.109 0.093 -0.009 0.436
H -0.55147 -5.86342 2.12495 0.200 -0.153 0.120 0.269
H 0.03344 -3.10418 -0.92851 -0.055 0.036 -0.034 -0.130
H -0.87384 -1.39605 0.56344 -0.102 -0.019 -0.173 -0.256
H 1.30017 -2.10823 1.97719 -0.086 0.140 -0.072 0.429
H 1.86291 -3.23666 0.76886 -0.004 0.013 0.049 0.629
H 2.93389 -0.93938 0.71180 0.034 -0.059 -0.081 0.384
H 2.41462 -1.60690 -0.81316 -0.165 0.102 -0.084 0.445
H 0.50153 -0.01678 -0.90063 -0.139 -0.004 0.227 0.400
H 2.00044 0.81340 -0.58645 -0.049 0.018 0.011 0.527
H -1.32251 0.32611 1.55587 -0.152 0.085 0.015 0.344
H -1.39479 -5.46948 -0.58513 -0.162 -0.121 0.526 0.305
H -2.03432 -3.01469 -3.00872 -0.215 0.307 -0.112 0.265
C -1.02068 2.63153 4.24080 0.101 -0.052 0.068 -0.160
N -1.92821 1.68788 4.94035 0.018 -0.024 0.065 1.029
O -2.04513 0.56748 4.47504 -0.067 0.029 -0.056 -0.558
O -2.49548 2.08797 5.93156 0.066 -0.048 0.045 -0.590
H -0.60203 2.10590 3.39667 0.067 0.072 -0.012 -0.168
H -1.61927 3.47677 3.92412 0.083 -0.032 0.075 0.201
H -0.24966 2.93485 4.94360 -0.051 -0.029 0.062 0.297
C 3.40067 3.97454 1.10594 -0.049 0.135 -0.079 -0.611
N 4.50403 4.96713 1.23260 -0.050 0.003 0.011 1.000
O 4.47677 5.94839 0.50847 -0.085 -0.032 -0.035 -0.566
O 5.36737 4.74378 2.05086 0.030 -0.030 -0.028 -0.552
H 2.71955 4.32038 0.33960 -0.016 -0.027 0.001 0.109
H 3.84251 3.02041 0.83964 0.046 -0.014 0.079 0.293
H 2.90620 3.90228 2.06745 0.046 -0.044 0.037 0.336
C -5.16835 4.40991 2.03786 0.027 0.080 -0.096 -0.799
N -3.96901 3.84297 2.71216 -0.029 0.008 -0.061 0.924
O -2.87428 4.19457 2.31819 -0.156 0.119 -0.114 -0.532
O -4.16283 3.06003 3.61724 -0.037 0.003 -0.063 -0.492
H -4.83326 5.08401 1.25917 0.037 -0.012 0.005 0.312
H -5.73189 3.57630 1.63057 -0.027 -0.018 0.057 0.300
H -5.74801 4.92800 2.79552 -0.027 -0.058 0.028 0.294
C 1.37521 -4.49466 8.03862 -0.081 0.059 0.071 -0.747
N 0.82789 -5.24729 6.87667 -0.026 -0.004 -0.030 0.897
O -0.37357 -5.23374 6.70659 0.075 -0.133 0.365 -0.517
O 1.62692 -5.82157 6.16781 0.019 0.008 0.008 -0.519
H 0.54833 -4.03753 8.56811 -0.024 -0.014 -0.022 0.315
H 1.90473 -5.20762 8.66275 0.056 0.001 -0.035 0.282
H 2.05997 -3.74872 7.64704 0.049 -0.044 -0.010 0.294
C -4.70064 -6.44837 2.77723 0.029 0.091 -0.113 -0.637
N -3.56360 -7.13995 3.44565 -0.114 0.128 -0.036 0.864
O -2.45470 -6.94812 2.99481 0.269 -0.107 -0.009 -0.507
O -3.82319 -7.84336 4.39644 0.019 -0.005 -0.012 -0.536
H -4.30458 -5.86184 1.95646 0.037 -0.007 0.007 0.180
H -5.38517 -7.21564 2.42916 -0.027 -0.011 0.059 0.299
H -5.17720 -5.82035 3.52346 -0.030 -0.047 0.032 0.283
C 1.41597 6.47298 -1.49083 0.143 -0.055 0.007 -0.807
N 0.30024 5.53035 -1.78283 0.013 -0.012 -0.005 0.916
O 0.58938 4.41407 -2.16186 0.006 -0.009 0.012 -0.492
O -0.82632 5.94746 -1.62174 -0.004 0.007 -0.013 -0.549
H 2.35312 5.96357 -1.67933 -0.005 -0.014 0.002 0.314
H 1.29533 7.33358 -2.14125 -0.066 0.031 0.043 0.334
H 1.33075 6.76678 -0.44915 -0.049 0.053 -0.012 0.287
C 0.42627 -3.92709 -5.97343 0.070 -0.068 -0.197 -0.628
N -0.57052 -3.33476 -5.04750 -0.073 -0.026 0.156 0.832
O -1.74597 -3.52357 -5.26163 0.079 0.065 -0.253 -0.525
O -0.14567 -2.70136 -4.09378 0.040 -0.060 0.030 -0.487
H -0.11748 -4.47028 -6.73714 -0.035 -0.008 0.027 0.310
H 1.01512 -3.11930 -6.41052 -0.092 -0.092 0.212 0.173
H 1.05269 -4.59224 -5.38614 0.026 0.061 0.039 0.288
C 1.11162 0.96112 -7.51290 0.106 -0.086 -0.033 -0.736
N 1.36515 -0.35627 -6.87013 0.057 -0.045 -0.079 0.936
O 1.42189 -1.34227 -7.58638 -0.005 0.155 -0.049 -0.601
O 1.50043 -0.37355 -5.66823 0.021 0.016 0.038 -0.496
H 1.01115 0.80884 -8.57913 -0.024 -0.038 -0.003 0.297
H 0.19983 1.35830 -7.08563 -0.016 0.025 0.054 0.281
H 1.95991 1.59673 -7.27591 -0.029 0.016 0.060 0.295
C -3.38359 3.27729 -9.07411 0.051 0.059 -0.109 -0.699
N -2.38727 2.46367 -8.32561 0.040 -0.042 0.034 0.852
O -1.23804 2.45553 -8.72506 -0.097 0.118 -0.104 -0.521
O -2.78645 1.85667 -7.35806 -0.018 0.003 0.017 -0.505
H -2.87856 3.75541 -9.90424 0.030 -0.015 0.008 0.313
H -4.16079 2.60024 -9.41449 -0.033 -0.003 0.060 0.282
H -3.79032 4.00558 -8.37955 -0.043 -0.044 0.031 0.277
C 7.28236 6.08295 -1.04924 -0.018 -0.002 -0.090 -0.660
N 8.37667 7.08281 -0.91218 0.002 0.014 -0.028 0.885
O 8.34477 8.06082 -1.63051 -0.005 0.001 0.003 -0.537
O 9.23161 6.84848 -0.08541 0.009 -0.009 0.000 -0.524
H 6.60225 6.42642 -1.81885 0.013 0.042 0.003 0.292
H 7.74501 5.13813 -1.31927 0.025 -0.010 0.066 0.299
H 6.78607 6.00966 -0.08777 0.045 -0.013 0.045 0.242
```
Positions in Å, forces in eV/Å.

Summary:
Maximum force   1.76 eV/A
Total charge   0
HOMO energy   -8.71 eV

[2]
The following is a DFT calculation (ωB97M-V with the def2-TZVPD basis set) of a cluster of 11 separate species, C16H54N4O11 in total at a distorted geometry.

Structure (XYZ):
```
85
Properties=species:S:1:pos:R:3:forces:R:3:mulliken_charge:R:1
C 1.79094 2.64385 3.21458 0.504 0.909 0.524 -0.626
C 0.89994 1.82285 4.14358 -0.628 0.905 -0.498 0.069
O 1.33394 0.47885 4.01558 0.103 -0.704 1.387 -0.658
H 2.78094 2.71685 3.70658 -0.308 0.170 -0.542 0.322
H 1.40294 3.63685 2.97258 -0.042 0.139 0.636 0.370
H 1.92794 2.24585 2.20158 -0.032 -0.676 0.525 -0.090
H -0.13106 1.85585 3.79458 -0.108 -0.124 -0.238 -0.361
H 0.79094 2.17485 5.21358 0.765 -0.352 -1.033 0.466
H 1.93794 0.27585 4.74758 -0.199 -0.057 -0.526 0.338
C 2.04494 3.14285 -1.51342 -1.587 0.486 1.570 -1.226
C 2.54394 2.09485 -2.50242 0.029 -0.572 1.795 -0.111
O 3.39294 2.75985 -3.36942 1.068 -0.096 -2.042 -0.564
H 1.84694 2.76385 -0.52842 -0.103 -1.198 0.487 0.129
H 1.07694 3.64485 -1.66842 0.160 -0.457 -1.081 0.465
H 2.60994 3.99385 -1.14342 1.217 -0.064 -1.130 0.623
H 1.72794 1.65485 -3.07442 -0.415 0.026 0.224 0.430
H 3.07794 1.19885 -2.00142 -0.758 1.523 -0.316 0.073
H 3.44694 2.18885 -4.15742 0.332 0.640 0.344 0.336
C -2.63706 -1.59415 -3.26642 -1.836 1.773 0.509 -0.544
C -4.14206 -1.66815 -3.66642 0.290 1.402 -1.204 -0.441
O -4.43606 -3.00015 -4.02442 -1.671 -0.403 -1.111 -0.547
H -2.41506 -0.56915 -2.82742 -0.103 -1.335 -0.529 0.010
H -2.01306 -1.78315 -4.10942 0.435 -0.130 -0.665 0.625
H -2.47206 -2.35215 -2.51942 0.188 -0.239 0.353 0.075
H -4.43906 -0.97715 -4.51142 1.000 -0.590 0.288 0.363
H -4.81606 -1.24115 -2.92142 0.160 -0.636 0.789 0.172
H -5.21406 -3.01115 -4.66142 1.541 0.029 1.329 0.323
C -1.15206 -3.24415 0.07758 0.545 -0.176 0.279 0.651
C -1.75106 -3.39915 1.48158 0.523 -0.901 -2.002 -0.953
O -1.61406 -2.13215 2.11458 0.034 -1.067 1.370 -0.555
H -0.16806 -2.76215 0.00758 -0.102 -0.093 0.780 -0.162
H -1.77806 -2.60715 -0.48642 -0.767 0.542 -0.911 -0.643
H -1.01406 -4.18115 -0.44242 -0.356 -0.428 -0.051 0.527
H -1.20306 -4.20315 1.96158 0.068 0.161 0.632 0.447
H -2.82406 -3.72115 1.40058 0.725 0.336 0.164 0.341
H -1.61106 -2.39215 3.05358 -0.003 0.991 -0.136 0.265
C 2.20494 -2.99615 -2.03042 -1.567 0.901 1.277 -0.819
C 1.33794 -2.19415 -2.99542 0.296 -0.448 -0.021 -0.114
O 1.90994 -0.91015 -3.05042 1.029 0.560 -2.271 -0.580
H 3.23994 -3.01415 -2.27642 0.791 0.164 -0.395 0.379
H 1.83294 -3.97615 -2.02342 -0.330 -1.740 0.187 0.407
H 2.08594 -2.59915 -0.96642 0.242 -0.339 -1.465 -0.036
H 0.31594 -2.05815 -2.66442 -0.234 -0.180 0.492 -0.240
H 1.21294 -2.58215 -4.02042 0.427 -0.321 0.368 0.514
H 2.58494 -0.98415 -3.76342 -0.486 0.599 1.011 0.358
C -3.39506 -0.21715 -0.29842 7.582 1.750 -1.447 -0.019
O -2.11606 0.22185 -0.59342 -5.810 -2.069 1.486 -0.695
N -3.62806 -1.17815 0.54958 -0.656 -3.131 1.644 -0.501
N -4.44706 0.28585 -0.82942 -1.596 4.788 -3.939 -0.282
H -2.86206 -1.65915 1.02658 -0.324 0.557 -0.206 0.430
H -4.56406 -1.59815 0.66758 0.933 0.571 -0.239 0.249
H -4.34906 1.16285 -1.45642 -0.070 -2.286 1.598 0.379
H -5.36606 0.08285 -0.52642 -0.667 -0.247 0.348 0.163
C 1.32294 0.01285 0.41558 6.135 3.154 -1.625 -0.196
O 2.61694 0.50885 0.59258 -6.059 -3.049 -0.924 -0.837
N 0.46094 -0.00715 1.36558 -2.354 -0.093 6.472 1.519
N 0.75194 -0.26415 -0.73242 -0.088 -1.082 -3.805 1.036
H 0.88194 0.09885 2.33258 -0.731 0.118 -1.227 0.298
H -0.53106 -0.38515 1.37158 2.036 0.524 -0.757 -0.981
H 1.29294 -0.51615 -1.59342 -0.380 1.277 1.550 0.256
H -0.28406 -0.26815 -0.83442 1.015 -0.068 0.514 -0.396
C -1.19906 3.07785 -0.16842 2.109 1.526 -1.107 -0.294
O -0.39006 2.90885 0.98158 -0.390 0.956 0.218 -0.437
H -0.67706 2.62485 -1.04342 -0.569 0.245 0.404 -0.014
H -1.24006 4.20085 -0.36842 -0.275 -1.449 0.324 0.348
H -2.14706 2.62185 -0.07042 -1.150 -0.258 0.129 -0.028
H -0.05006 2.02185 1.00258 0.210 -0.710 -0.024 0.037
C 4.73394 3.05985 0.34558 -0.302 -0.369 -0.518 -0.515
O 4.89194 1.84085 1.03158 0.172 -0.470 -0.757 -0.629
H 3.88194 3.55185 0.76458 -0.613 0.816 0.174 0.177
H 4.62894 3.10085 -0.76642 -0.049 -0.923 0.616 0.066
H 5.61194 3.61185 0.52158 1.092 0.965 0.511 0.425
H 4.12894 1.27985 0.80658 0.108 0.032 0.184 0.704
C -2.67706 1.45785 2.51158 0.475 0.622 -1.779 -0.011
O -3.59406 0.45885 2.68258 -1.396 -1.786 0.742 -0.706
H -2.45306 1.88385 3.45058 0.396 0.625 1.004 0.461
H -3.12906 2.20285 1.84558 0.461 0.435 0.139 0.271
H -1.77206 1.07985 2.01858 -0.061 0.363 0.296 -0.345
H -3.54206 -0.13115 1.91758 -0.190 0.323 0.662 0.341
C 2.61894 -2.00715 2.39558 1.359 -3.628 -0.803 -0.376
O 1.32594 -2.51615 2.57658 -0.260 -0.628 0.827 -0.598
H 2.89094 -2.06415 1.32758 0.218 0.050 0.400 0.081
H 3.30594 -2.67315 2.99158 -0.604 0.387 -0.761 0.312
H 2.82994 -1.06615 2.73058 -0.106 2.776 0.841 0.117
H 0.70794 -1.94815 2.13658 -0.441 0.454 -0.319 0.382
```
Positions in Å, forces in eV/Å.

Summary:
Maximum force   7.91 eV/A
Relative energy (zero: lowest compared OMol25 entry of this formula, charge and spin)   65.8 kJ/mol
Total charge   0
HOMO energy   -8.56 eV

| no. | E (eV) |
| --- | --- |
| 1 | -109459.8952 |
| 2 | -45945.8910 |